Record 1
The following is a DFT calculation (ωB97M-V/def2-TZVPD) of 2 unconnected molecules or ions with the total composition CH4ClPS2 at a distorted geometry.

As for the spin multiplicity: 1. As for the HOMO energy (spin up / spin down): -9.02 / -9.02 eV. The value obtained for the gap between HOMO and LUMO (spin up / spin down) is 5.69 / 5.68 eV.

Geometry (Å):
P  -0.219  -0.041  0.881
H  -1.061  1.520  -0.765
H  0.304  0.550  -1.410
S  -0.707  0.769  2.569
C  -0.076  1.100  -0.555
H  -0.107  -2.148  -0.429
H  0.616  1.896  -0.285
S  -1.189  -1.784  0.277
Cl  2.438  -1.861  -0.282

Record 2
The following is a DFT calculation (ωB97M-V/def2-TZVPD) of 10 unconnected molecules or ions with the total composition C29H41F12N5O11 at a distorted geometry.

As for the spin multiplicity: 1. As for the HOMO energy: -10.82 eV. The value obtained for the gap between HOMO and LUMO is 10.71 eV.

Geometry (Å):
O  -1.989  -1.615  6.439
H  -5.353  0.526  3.358
N  -4.867  3.459  4.497
H  4.218  -6.082  -2.509
O  -1.613  2.806  -6.905
C  3.763  -2.010  -7.003
C  -0.512  -2.378  -0.627
H  4.732  -1.626  -7.322
H  -1.697  6.473  -7.900
H  -0.164  4.767  1.369
H  -1.836  4.938  1.795
H  -4.104  2.065  -3.462
F  -0.101  -1.922  -5.036
F  4.443  -1.705  5.997
O  -1.104  -2.287  -1.909
C  4.632  -3.950  5.611
C  -5.897  3.105  -1.062
N  3.157  -4.600  -6.946
C  -0.741  -1.784  8.538
H  7.413  -5.503  6.387
H  -4.556  1.143  -2.058
F  -0.411  -3.089  8.361
F  -0.096  3.031  -4.423
H  -0.505  0.489  5.038
C  -1.891  5.401  -7.860
C  4.817  -5.277  -2.083
H  -2.404  -2.177  0.346
H  3.602  -1.644  -5.989
C  -1.041  -2.546  -4.304
C  -1.328  5.270  -0.334
H  7.211  -5.705  3.790
F  1.023  2.269  -6.063
F  1.239  4.297  -5.543
H  -7.514  4.017  0.559
H  0.576  2.316  5.971
O  -6.224  4.366  -0.937
C  -0.428  -2.796  -2.924
C  6.573  -6.288  4.455
H  5.893  -5.355  -2.237
C  -0.983  0.901  5.927
H  -6.966  1.236  3.876
H  -0.934  -1.928  1.386
H  -7.208  5.733  0.189
C  -0.742  3.619  -6.625
H  0.428  -1.829  -0.667
O  -0.682  0.144  7.059
C  -1.175  4.564  1.013
O  -0.746  4.900  -7.180
H  3.011  -1.544  -7.639
H  3.328  -0.438  -1.276
C  3.951  0.403  -0.971
C  -5.352  2.401  4.370
H  -2.832  5.178  -7.357
H  -0.835  2.932  5.339
C  -5.928  1.028  4.137
C  4.608  -5.047  -0.628
C  0.385  3.309  -5.610
O  0.666  -3.399  -2.791
H  5.783  -6.013  6.532
C  4.275  -2.611  5.006
O  -5.405  3.048  -2.236
C  6.469  -5.520  5.843
C  -1.175  -1.148  7.208
F  5.162  -2.273  3.983
C  -0.495  2.316  6.172
H  4.969  0.130  -0.694
H  4.367  -4.439  -2.616
H  -0.133  -3.354  -0.322
H  -5.682  1.286  -3.437
H  -1.677  3.980  -9.585
H  6.974  -7.300  4.508
H  -5.900  0.391  5.021
H  -2.611  5.424  -10.019
H  5.586  -6.398  4.005
H  3.803  1.205  -1.694
O  3.774  -4.686  6.099
C  -1.423  -1.712  0.436
F  -1.408  -3.730  -4.901
C  3.444  -3.480  -6.944
C  -1.821  5.040  -9.373
H  -0.746  2.700  7.160
N  -1.503  5.701  -1.411
N  2.815  1.292  1.284
C  3.321  0.902  0.301
F  -1.772  -1.671  9.454
F  -2.100  -1.738  -4.294
F  0.274  -1.101  8.975
H  -0.882  5.418  -9.779
O  -5.969  2.166  -0.266
H  -1.494  -0.639  0.256
C  -6.756  4.745  0.268
N  4.385  -4.853  0.508
F  2.987  -2.642  4.578
O  6.007  -4.230  5.551
H  -1.301  3.497  0.826
H  -2.053  0.964  5.726
C  -4.951  1.812  -2.824
H  -6.048  4.966  1.067

Record 3
The following is a DFT calculation (ωB97M-V/def2-TZVPD) of a single C5H12O molecule.

As for the spin multiplicity: 1. As for the HOMO energy: -10.20 eV. The value obtained for the gap between HOMO and LUMO is 11.17 eV.

Geometry (Å):
H  -1.794  0.582  1.226
H  0.498  1.389  -0.207
H  -0.946  -1.789  1.213
C  -0.477  -1.903  0.227
O  -0.877  2.440  1.327
C  0.201  0.520  0.391
H  0.529  -2.315  0.386
H  -0.160  -1.369  -2.523
H  -0.523  0.724  2.450
C  -0.806  1.027  1.430
H  1.374  -1.156  -1.664
H  -1.056  -2.644  -0.335
H  0.518  0.254  -2.316
H  -1.410  -0.247  -0.772
H  1.112  0.144  0.878
H  -1.636  2.736  1.843
C  0.381  -0.718  -1.827
C  -0.389  -0.568  -0.516